No. 1
{
  "formula": "C36H49N5NiP2Si",
  "method": "ωB97M-V/def2-TZVPD",
  "species": ["Ni", "C", "C", "C", "C", "C", "C", "C", "C", "C", "H", "H", "H", "H", "H", "H", "H", "H", "H", "H", "H", "H", "H", "H", "H", "P", "P", "N", "N", "N", "N", "C", "C", "C", "C", "C", "C", "C", "C", "C", "C", "C", "C", "C", "C", "C", "C", "C", "C", "H", "H", "H", "H", "H", "H", "H", "H", "H", "H", "H", "H", "H", "H", "H", "H", "H", "H", "H", "H", "C", "Si", "C", "C", "N", "C", "C", "C", "C", "C", "C", "H", "H", "H", "H", "H", "H", "H", "H", "H", "H", "H", "H", "H", "H"],
  "coordinates": [[-1.096, -0.727, 0.765], [4.316, 0.522, -3.629], [4.106, 1.610, -2.881], [3.561, 2.894, -3.432], [2.420, 2.726, -4.471], [1.466, 1.595, -4.218], [1.640, 0.380, -4.763], [2.817, 0.136, -5.689], [4.221, 0.490, -5.128], [-2.753, -1.771, 0.609], [4.646, -0.434, -3.209], [4.491, 1.672, -1.856], [4.383, 3.462, -3.908], [3.203, 3.517, -2.596], [1.822, 3.645, -4.449], [2.860, 2.646, -5.473], [0.570, 1.877, -3.667], [0.914, -0.435, -4.660], [2.700, 0.717, -6.621], [2.827, -0.928, -5.962], [4.904, -0.314, -5.448], [4.595, 1.420, -5.585], [-2.453, -2.762, 0.967], [-3.263, -1.913, -0.347], [-3.478, -1.394, 1.337], [-1.573, 0.389, -1.006], [0.700, 0.499, 0.896], [-1.977, -0.368, -2.498], [-3.028, 1.386, -0.837], [2.001, -0.395, 0.136], [1.573, 1.048, 2.319], [-0.302, 1.602, -1.394], [0.514, 1.976, -0.144], [-1.905, -1.746, -2.702], [-2.324, -2.043, -3.984], [-2.679, -0.807, -4.619], [-2.463, 0.201, -3.684], [-4.285, 0.843, -0.537], [-5.104, 1.846, -0.048], [-4.346, 3.059, -0.055], [-3.083, 2.747, -0.532], [1.987, -1.776, -0.081], [3.115, -2.123, -0.812], [3.891, -0.936, -0.965], [3.166, 0.108, -0.422], [2.874, 1.554, 2.485], [3.048, 1.937, 3.813], [1.821, 1.661, 4.500], [0.940, 1.137, 3.565], [-0.726, 2.502, -1.862], [0.359, 1.132, -2.137], [1.487, 2.417, -0.413], [-0.015, 2.727, 0.472], [-1.582, -2.378, -1.893], [-2.368, -3.039, -4.420], [-3.040, -0.702, -5.638], [-2.621, 1.258, -3.784], [-4.486, -0.211, -0.685], [-6.121, 1.720, 0.305], [-4.692, 4.028, 0.278], [-2.234, 3.387, -0.707], [1.200, -2.379, 0.346], [3.358, -3.111, -1.187], [4.869, -0.868, -1.437], [3.355, 1.177, -0.383], [3.577, 1.601, 1.670], [3.935, 2.370, 4.258], [1.608, 1.828, 5.547], [-0.079, 0.818, 3.665], [-0.186, -4.023, 1.739], [-0.641, -2.910, 3.196], [-1.995, -3.909, 4.000], [0.877, -2.709, 4.274], [-1.241, -1.311, 2.782], [-1.952, -0.594, 3.700], [-2.721, 0.534, 3.275], [-3.463, 1.278, 4.186], [-3.443, 0.952, 5.549], [-2.681, -0.133, 5.998], [-1.937, -0.889, 5.101], [-0.446, -5.054, 2.032], [0.886, -3.986, 1.505], [-0.724, -3.820, 0.806], [-1.661, -4.955, 4.053], [-2.237, -3.558, 5.006], [-2.913, -3.859, 3.401], [1.601, -2.014, 3.820], [0.629, -2.316, 5.272], [1.346, -3.701, 4.399], [-2.757, 0.786, 2.209], [-4.073, 2.118, 3.835], [-4.013, 1.534, 6.278], [-2.672, -0.425, 7.052], [-1.347, -1.737, 5.460]],
  "forces_ev_per_a": [[0.014, 0.635, 0.554], [0.437, 0.173, 0.049], [0.953, -0.195, -0.325], [0.051, 0.267, -0.028], [-0.021, 0.464, 0.044], [-0.131, -0.493, -0.618], [-0.073, 0.857, -0.225], [-0.031, -0.468, -0.107], [0.067, -0.348, -0.127], [-0.614, -1.013, -0.096], [-0.055, 0.719, -0.045], [-0.463, -0.333, -0.427], [-0.297, -0.036, 0.171], [0.096, -0.172, -0.217], [0.235, -0.007, -0.178], [-0.219, 0.025, 0.199], [0.284, -0.357, -0.305], [0.156, 0.406, 0.171], [-0.216, -0.324, 0.242], [-0.107, 0.294, -0.058], [-0.129, 0.400, -0.067], [-0.151, -0.251, 0.296], [-0.344, -0.154, -0.095], [-0.074, -0.070, 0.026], [-0.106, 0.032, -0.049], [-1.120, -0.076, -0.231], [1.460, -1.170, 0.785], [-0.238, -0.183, -0.942], [-0.374, 0.077, 0.288], [0.100, -0.065, -0.357], [0.207, 0.643, 0.621], [0.239, 0.908, -0.527], [0.223, 0.497, -0.033], [-0.164, 0.126, -0.585], [0.278, 0.294, 0.609], [0.379, 0.471, 1.115], [0.004, -1.039, -0.610], [0.100, 0.645, 0.254], [0.708, -0.395, -0.303], [0.663, -0.577, -0.159], [-0.604, -0.160, 0.236], [0.495, 0.367, -0.509], [-0.601, 0.379, 0.880], [-0.320, 0.394, 0.223], [0.098, -0.430, 0.142], [-0.339, 0.251, 0.921], [-0.670, -0.474, -0.896], [-0.388, -0.284, -1.098], [0.906, 0.305, 0.171], [0.255, -0.135, -0.052], [-0.270, -0.094, 0.503], [-0.303, -0.116, 0.017], [0.132, -0.336, -0.127], [0.035, -0.063, 0.005], [-0.004, 0.341, 0.184], [0.074, 0.155, 0.344], [-0.004, 0.163, 0.149], [0.116, 0.239, 0.056], [0.175, 0.002, -0.213], [0.137, -0.073, -0.155], [-0.044, -0.004, 0.087], [-0.050, 0.128, -0.292], [-0.022, 0.188, 0.262], [-0.446, 0.029, 0.331], [-0.023, -0.557, 0.005], [-0.115, -0.082, 0.077], [-0.078, -0.153, -0.230], [-0.009, -0.026, -0.146], [0.003, 0.019, 0.053], [0.225, 0.172, -0.320], [0.272, -0.889, -0.188], [-0.163, 0.035, 0.373], [0.118, -0.091, 0.228], [-0.514, 0.578, 0.669], [0.186, -0.009, -0.155], [-0.233, 0.189, 0.105], [0.116, -0.077, -0.082], [0.045, -0.068, 0.069], [0.257, -0.312, -0.172], [-0.306, 0.024, 0.015], [0.199, 0.318, -0.049], [-0.167, -0.159, 0.142], [0.054, 0.035, 0.220], [-0.167, 0.212, 0.050], [-0.083, -0.234, -0.078], [0.174, -0.058, 0.040], [-0.151, -0.255, 0.080], [0.169, -0.141, -0.278], [-0.039, 0.400, -0.024], [0.056, -0.180, 0.366], [0.297, -0.342, 0.111], [0.117, -0.142, -0.330], [-0.022, 0.276, -0.333], [-0.303, 0.543, -0.099]],
  "mulliken_charge": [-1.06, -0.19, -0.33, -1.18, -1.09, -0.11, -0.14, -1.00, -0.95, -1.90, 0.15, 1.14, 0.37, 0.32, 0.48, 0.30, 0.74, 0.41, 0.31, 0.35, 0.43, 0.30, 0.31, 0.69, 0.38, 1.35, 0.30, 0.91, 0.53, 0.47, 0.79, -0.74, -1.58, -0.40, -0.70, -0.73, -0.62, -0.50, -0.74, -0.77, -0.43, -0.20, -1.19, -1.08, -0.25, -0.36, -0.64, -0.84, -0.23, 1.51, -0.78, 0.67, 0.35, 0.33, 0.43, 0.43, 0.48, 0.38, 0.44, 0.44, 0.40, 0.05, 0.45, 0.99, 0.41, 0.32, 0.44, 0.46, 0.38, -1.29, 0.54, -1.18, -1.10, 0.43, 0.03, 0.64, -0.83, -0.47, -1.09, -0.06, 0.53, 0.37, 0.22, 0.44, 0.38, 0.31, 0.26, 0.34, 0.39, 0.02, 0.48, 0.37, 0.40, 0.22],
  "de_lowest_kcal_mol": 16.07,
  "total_charge": 0,
  "s2": 2.057,
  "spin_multiplicity": 3,
  "gap_ev": [6.19, 6.29]
}

No. 2
{
  "formula": "C21H52O23S5",
  "method": "ωB97M-V/def2-TZVPD",
  "species": ["C", "C", "O", "S", "C", "O", "O", "H", "H", "H", "H", "H", "H", "H", "H", "C", "C", "O", "S", "C", "O", "O", "H", "H", "H", "H", "H", "H", "H", "H", "C", "C", "O", "S", "C", "O", "O", "H", "H", "H", "H", "H", "H", "H", "H", "C", "C", "O", "S", "C", "O", "O", "H", "H", "H", "H", "H", "H", "H", "H", "C", "C", "O", "S", "C", "O", "O", "H", "H", "H", "H", "H", "H", "H", "H", "O", "C", "O", "C", "C", "O", "H", "H", "H", "H", "O", "C", "O", "C", "C", "O", "H", "H", "H", "H", "O", "H", "H", "O", "H", "H"],
  "coordinates": [[4.666, 3.804, -3.178], [3.870, 2.767, -2.449], [3.066, 3.430, -1.429], [2.735, 2.682, -0.085], [4.193, 3.084, 0.854], [1.674, 3.423, 0.509], [2.584, 1.271, -0.311], [5.690, 3.882, -2.814], [4.165, 4.767, -3.220], [4.797, 3.486, -4.217], [3.154, 2.298, -3.123], [4.491, 1.997, -1.994], [4.552, 2.209, 1.394], [3.885, 3.770, 1.642], [4.913, 3.566, 0.204], [-3.083, 2.804, -0.346], [-4.494, 3.029, 0.163], [-5.448, 3.113, -0.892], [-6.320, 1.829, -1.226], [-7.521, 1.883, 0.085], [-6.971, 2.135, -2.441], [-5.504, 0.661, -1.100], [-2.859, 1.783, -0.639], [-2.335, 3.147, 0.373], [-2.875, 3.443, -1.211], [-4.672, 2.166, 0.825], [-4.594, 3.874, 0.841], [-8.319, 1.202, -0.195], [-7.881, 2.905, 0.129], [-6.999, 1.580, 0.989], [3.930, 1.000, 4.182], [2.441, 0.918, 4.386], [1.916, 2.243, 4.595], [0.340, 2.359, 4.574], [-0.121, 1.999, 2.907], [-0.217, 1.310, 5.369], [0.069, 3.715, 4.901], [4.188, 1.947, 3.706], [4.393, 0.196, 3.612], [4.424, 0.929, 5.154], [1.938, 0.510, 3.510], [2.214, 0.244, 5.213], [0.416, 1.147, 2.495], [0.155, 2.812, 2.234], [-1.192, 1.833, 2.888], [-2.709, -1.862, -2.291], [-2.469, -2.679, -3.527], [-2.068, -3.991, -3.093], [-1.151, -4.871, -4.030], [0.394, -3.985, -3.992], [-0.982, -6.098, -3.346], [-1.669, -4.790, -5.353], [-3.601, -2.197, -1.760], [-2.779, -0.785, -2.447], [-1.870, -1.996, -1.601], [-3.294, -2.697, -4.236], [-1.628, -2.248, -4.079], [1.119, -4.558, -4.564], [0.643, -3.847, -2.945], [0.256, -3.059, -4.545], [-0.282, -2.077, 5.179], [-1.113, -2.502, 4.000], [-1.278, -1.337, 3.149], [-2.218, -1.432, 1.887], [-3.833, -1.564, 2.577], [-2.011, -0.175, 1.236], [-1.939, -2.638, 1.170], [-0.805, -1.378, 5.830], [0.557, -1.490, 4.786], [0.153, -2.910, 5.723], [-0.605, -3.261, 3.400], [-2.082, -2.919, 4.282], [-3.876, -2.492, 3.144], [-4.522, -1.697, 1.745], [-4.026, -0.713, 3.222], [3.355, -2.911, 3.743], [2.616, -2.758, 2.827], [2.295, -1.548, 2.310], [1.700, -1.671, 1.016], [1.364, -3.177, 0.953], [2.024, -3.732, 2.109], [0.772, -1.106, 0.966], [2.436, -1.290, 0.312], [1.787, -3.649, 0.069], [0.306, -3.384, 1.079], [5.702, -0.344, -4.466], [4.562, -0.363, -4.144], [3.522, -0.391, -5.018], [2.302, -0.311, -4.311], [2.695, -0.393, -2.832], [4.117, -0.403, -2.865], [1.793, 0.636, -4.498], [1.572, -1.083, -4.561], [2.361, -1.281, -2.297], [2.276, 0.465, -2.322], [-0.185, 0.111, -1.092], [-1.124, 0.128, -0.873], [0.235, 0.644, -0.408], [-0.946, 0.631, -4.087], [-0.802, -0.077, -4.721], [-0.498, 0.354, -3.276]],
  "forces_ev_per_a": [[0.684, -0.081, -0.816], [-0.460, -0.130, -0.002], [-0.182, -0.136, -0.097], [0.463, 0.868, 0.345], [-0.164, -0.381, 0.706], [-0.578, -0.132, -0.062], [0.140, 0.135, 0.165], [-0.156, 0.338, 0.344], [0.013, 0.039, 0.222], [-0.130, -0.058, 0.040], [0.030, -0.080, 0.060], [-0.017, -0.032, -0.011], [0.269, -0.156, -0.459], [-0.154, 0.223, -0.269], [0.233, -0.230, 0.034], [0.607, 1.189, -0.631], [0.989, -1.359, 1.204], [-0.161, 0.101, -0.049], [0.104, 0.197, 0.542], [0.503, -0.080, -0.379], [-0.350, 0.121, -0.746], [0.006, -0.155, 0.173], [-0.306, -0.120, 0.118], [-0.193, -0.285, 0.297], [-0.243, -0.111, -0.054], [-0.504, 0.066, -0.301], [-0.039, 0.467, -0.550], [0.002, -0.096, 0.141], [-0.078, 0.005, 0.101], [-0.264, 0.010, 0.160], [0.645, 0.278, 0.510], [-0.048, -0.933, -0.695], [0.134, -0.015, 0.059], [-0.255, -0.104, 0.118], [0.430, 0.545, -0.796], [-0.016, -0.300, 0.236], [-0.083, 0.215, -0.187], [0.068, -0.004, 0.098], [-0.581, -0.186, -0.230], [0.067, 0.416, -0.049], [0.210, -0.105, -0.013], [-0.205, 0.318, 0.177], [-0.237, -0.340, 0.411], [-0.135, 0.285, 0.332], [-0.022, -0.118, 0.079], [-0.047, -0.009, 0.898], [0.784, 0.820, -0.486], [-0.205, -0.246, 0.304], [0.110, 0.746, -0.108], [-0.444, -0.071, -0.349], [0.010, -0.509, 0.184], [-0.069, -0.173, -0.478], [-0.037, 0.052, -0.057], [-0.231, -0.102, -0.501], [-0.006, -0.155, -0.062], [-0.199, -0.398, 0.223], [-0.066, 0.058, -0.015], [0.057, -0.251, 0.295], [0.301, 0.072, -0.062], [-0.026, 0.164, 0.261], [0.503, 0.839, -0.316], [0.277, -0.684, -0.158], [-0.377, 0.142, 0.158], [0.605, -0.152, 0.102], [0.085, -0.351, -0.034], [-0.410, 0.211, -0.100], [-0.084, -0.118, 0.005], [-0.148, -0.245, 0.123], [0.017, -0.163, 0.037], [-0.279, -0.158, 0.060], [0.028, 0.000, 0.081], [-0.062, 0.211, 0.044], [0.112, 0.041, 0.094], [-0.062, 0.406, -0.027], [-0.158, 0.116, -0.162], [-0.232, -0.091, 0.348], [0.062, 0.132, -0.774], [0.020, 0.349, 0.344], [-0.363, -0.575, 0.481], [0.465, 0.130, 0.194], [0.248, 0.051, 0.011], [0.175, 0.273, 0.046], [-0.179, -0.200, -0.307], [-0.198, -0.149, -0.012], [-0.060, 0.070, -0.350], [0.062, 0.126, 0.066], [-0.160, -0.357, -0.101], [0.078, -0.086, 0.054], [-0.936, 0.175, 0.623], [-0.445, -0.202, -0.197], [0.156, 0.406, -0.034], [0.268, 0.071, -0.265], [0.492, -0.260, -0.411], [-0.031, -0.116, -0.206], [0.427, 0.031, 0.321], [0.040, -0.036, -0.352], [-0.035, -0.080, 0.193], [0.118, 0.115, -0.077], [0.141, -0.001, 0.058], [-0.047, -0.007, -0.049], [-0.081, 0.048, 0.165]],
  "mulliken_charge": [-1.42, 0.26, -0.38, 1.31, -1.09, -0.73, -0.62, 0.31, 0.36, 0.40, -0.01, 0.41, 0.25, 0.42, 0.40, -0.62, -0.32, -0.39, 1.20, -0.93, -0.62, -0.49, -0.10, 0.30, 0.41, 0.13, 0.45, 0.38, 0.36, 0.28, -1.55, 1.08, -0.35, 1.24, -0.20, -0.61, -0.69, 0.36, 0.34, 0.39, -0.61, 0.29, -0.23, 0.32, 0.21, -0.60, -0.19, -0.24, 1.19, -0.84, -0.62, -0.64, 0.31, 0.43, -0.04, 0.34, -0.02, 0.52, 0.16, 0.22, -0.98, -0.29, 0.12, 1.20, -1.31, -0.49, -0.76, 0.39, -0.10, 0.42, 0.23, 0.40, 0.46, 0.43, 0.31, -0.56, 0.51, -0.05, 0.81, -0.01, -0.43, -0.80, 0.08, 0.21, 0.16, -0.54, 0.57, -0.39, 0.18, 0.55, -0.40, 0.29, -0.03, 0.17, -0.33, 0.24, -0.03, -0.03, -0.59, 0.31, 0.21],
  "total_charge": 0,
  "smiles": "CCOS(C)(=O)=O.CCOS(C)(=O)=O.CCOS(C)(=O)=O.CCOS(C)(=O)=O.CCOS(C)(=O)=O.O=C1OCCO1.O=C1OCCO1.O.O",
  "spin_multiplicity": 1,
  "gap_ev": 11.20
}